# 1
The following is a quantum chemistry calculation of a structure of composition C5H6N2O, from OMol25.

The geometry in XYZ format:
```
14
Properties=species:S:1:pos:R:3:mulliken_charge:R:1
C -1.106 -0.440 -0.846 -0.50
C -0.531 0.587 0.688 -0.03
C 0.550 1.534 0.080 -0.07
C 1.197 -1.072 0.143 -0.31
C -0.251 -0.890 0.421 -0.12
H -0.359 0.029 -1.653 0.28
H -1.938 -1.228 -1.325 0.29
H -0.659 0.865 1.784 0.39
H 0.194 2.536 0.067 0.40
H 1.697 -1.949 0.333 0.52
H -0.794 -1.558 1.057 0.46
N 1.662 1.110 -0.409 -0.45
N 2.054 -0.174 -0.217 -0.43
O -1.717 0.651 -0.124 -0.43
```

highest occupied orbital energy	-9.332	eV
ΔE to the lowest compared entry with this formula, charge and spin	3.954	eV
lowest unoccupied orbital energy	-0.0029	Eh
frontier orbital gap	9.25	eV
total charge	0

# 2
The following is a quantum chemistry calculation of the molecule C5H6N2O, from OMol25.

The geometry in XYZ format:
```
14
Properties=species:S:1:pos:R:3:mulliken_charge:R:1
C 1.193 -1.988 1.380 -0.63
C 0.024 -0.662 -0.085 0.81
C -0.332 1.461 -0.064 0.24
C -0.941 0.939 -1.341 -0.06
C -0.715 -0.358 -1.363 -0.76
H 2.059 -1.323 1.376 0.31
H 0.592 -1.680 2.256 0.30
H 1.487 -3.051 1.466 0.24
H -0.690 3.303 -0.293 0.25
H -1.504 1.526 -2.058 0.37
H -0.934 -1.079 -2.135 0.40
N 0.248 0.378 0.624 -0.49
N -0.265 2.636 0.378 -0.61
O 0.467 -1.893 0.153 -0.36
```

highest occupied orbital energy	-9.890	eV
ΔE to the lowest compared entry with this formula, charge and spin	0.917	eV
SMILES	[H]/N=C1\C=CC(OC)=N1
lowest unoccupied orbital energy	-0.0052	Eh
frontier orbital gap	9.75	eV
total charge	0

# 3
The following is a quantum chemistry calculation of the molecule C5H6N2O, from OMol25.

The geometry in XYZ format:
```
14
Properties=species:S:1:pos:R:3:mulliken_charge:R:1
C -0.821 -0.933 0.946 -0.90
C -0.413 -0.128 -0.018 1.11
C -0.830 1.034 -0.641 -0.54
C 0.359 1.597 -1.170 -0.04
C 1.164 -0.124 -0.215 0.23
H -2.668 -1.397 0.436 0.30
H -0.279 -0.678 2.034 0.31
H -0.364 -2.027 0.788 0.32
H -1.938 1.335 -1.057 0.25
H 0.417 2.505 -1.829 0.38
H 1.480 -1.386 1.292 0.29
N 1.441 0.939 -1.127 -0.54
N 1.996 -0.753 0.509 -0.66
O -2.182 -1.041 1.156 -0.51
```

highest occupied orbital energy	-9.384	eV
ΔE to the lowest compared entry with this formula, charge and spin	3.623	eV
SMILES	[H]/N=C1/N=CC=C1CO
lowest unoccupied orbital energy	-0.0372	Eh
frontier orbital gap	8.37	eV
total charge	0

# 4
The following is a quantum chemistry calculation of the molecule C5H6N2O, from OMol25.

The geometry in XYZ format:
```
14
Properties=species:S:1:pos:R:3:mulliken_charge:R:1
C -1.279 -0.482 -0.072 0.33
C 1.098 -0.166 0.621 -0.55
C 2.011 0.072 -0.495 0.15
C -1.514 0.959 -0.089 -0.31
C -1.526 2.182 0.015 0.13
H -1.896 -2.255 -0.457 0.19
H 0.002 -1.931 0.102 0.21
H 1.725 -0.665 1.368 0.29
H 0.718 0.792 1.085 0.27
H 1.534 0.283 -1.540 0.27
H -1.789 3.172 -0.119 0.44
N -2.196 -1.252 -0.453 -0.73
N -0.089 -0.980 0.347 -0.23
O 3.202 0.272 -0.315 -0.46
```

highest occupied orbital energy	-9.442	eV
ΔE to the lowest compared entry with this formula, charge and spin	2.885	eV
SMILES	[H]/N=C(/C#C)NCC=O
lowest unoccupied orbital energy	0.0150	Eh
frontier orbital gap	9.85	eV
total charge	0